Computed, not measured: C39H19N9O5Tc as an isolated structure, with ωB97M-V/def2-TZVPD.

Summary:
Maximum force, eV/A: 1.633
Total charge: 0
Spin multiplicity: 2
E, Ha: -2447.5365

XYZ file:
```
73
Properties=species:S:1:pos:R:3:lowdin_spin:R:1
Tc 0.336 -0.062 0.205 -0.049
C 6.033 2.201 -2.314 0.018
C 6.426 2.292 -0.977 0.020
C 5.548 2.021 0.057 0.020
C 4.247 1.659 -0.277 0.017
C 3.084 1.297 0.499 0.111
N 2.021 1.076 -0.340 -0.013
C 2.483 1.128 -1.621 0.125
N 1.865 0.777 -2.730 -0.037
C 0.661 0.291 -2.798 0.116
C -0.053 0.123 -4.046 0.013
C 0.369 0.165 -5.364 0.020
C -0.596 0.048 -6.349 0.017
C -1.942 -0.097 -6.021 0.018
C -2.370 -0.157 -4.705 0.019
C -1.409 -0.056 -3.709 0.015
C -1.466 -0.019 -2.257 0.105
N -2.561 0.099 -1.555 -0.026
C -2.594 0.452 -0.284 0.096
N -1.528 0.768 0.524 -0.002
C -2.032 1.070 1.765 0.096
N -1.364 1.291 2.874 0.002
C -0.099 1.042 3.027 0.062
N 0.784 0.652 2.048 0.002
C 2.045 0.903 2.526 0.085
N 3.100 1.180 1.808 0.003
C 1.985 1.111 3.962 0.005
C 2.953 1.193 4.948 0.014
C 2.527 1.444 6.244 0.007
C 1.175 1.610 6.542 0.012
C 0.199 1.515 5.561 0.009
C 0.619 1.257 4.267 0.008
C -3.471 1.025 1.740 0.008
C -4.424 1.184 2.735 0.020
C -5.742 0.917 2.412 0.016
C -6.099 0.512 1.127 0.016
C -5.155 0.347 0.129 0.019
C -3.829 0.599 0.447 0.010
N -0.190 0.042 -1.754 -0.039
C 3.856 1.564 -1.628 0.015
C 4.745 1.837 -2.659 0.022
H 6.759 2.398 -3.090 0.000
H 7.445 2.568 -0.748 0.001
H 5.866 2.077 1.086 0.001
H 1.414 0.292 -5.594 0.001
H -0.300 0.078 -7.388 0.000
H -2.672 -0.155 -6.813 0.001
H -3.413 -0.277 -4.458 0.001
H 3.998 1.057 4.717 0.000
H 3.257 1.509 7.040 0.000
H 0.885 1.817 7.561 0.000
H -0.849 1.630 5.788 0.000
H -4.130 1.499 3.723 0.001
H -6.507 1.004 3.171 0.000
H -7.137 0.304 0.916 0.000
H -5.440 0.029 -0.861 0.001
H 4.436 1.767 -3.690 0.001
O -1.799 -5.875 -1.495 -0.001
C -1.406 -4.681 -1.024 -0.001
C -2.185 -3.919 -0.152 0.000
C -1.699 -2.693 0.265 0.000
N -0.544 -2.221 -0.169 -0.010
C 0.260 -2.974 -0.911 -0.001
C -0.131 -4.216 -1.368 0.001
C 1.684 -2.436 -1.031 0.001
O 2.509 -3.012 -1.707 -0.001
O 1.876 -1.398 -0.311 0.014
C -2.262 -1.931 1.500 0.000
O -3.442 -2.049 1.782 0.003
O -1.342 -1.323 2.083 -0.008
H -2.669 -6.113 -1.146 0.000
H -3.139 -4.253 0.232 0.000
H 0.541 -4.807 -1.967 0.000
```